# 1
{"formula": "C14H23Cl2IrN2S2Si", "method": "wB97M-V/def2-TZVPD", "species": ["Ir", "Cl", "C", "Cl", "H", "H", "C", "C", "C", "C", "C", "C", "N", "N", "Si", "C", "C", "C", "H", "H", "H", "H", "H", "H", "H", "H", "H", "H", "H", "H", "H", "H", "H", "C", "C", "S", "C", "C", "S", "H", "H", "H", "H", "H", "H"], "positions_angstrom": [[-0.392, 0.732, 0.226], [-0.501, 2.574, 1.943], [-1.580, 1.659, 3.037], [-1.572, -0.055, 2.579], [-2.584, 2.049, 2.915], [-1.216, 1.758, 4.053], [-1.704, -1.499, -2.485], [-0.627, -1.970, -1.562], [-0.070, -3.222, -1.690], [0.951, -3.619, -0.820], [1.422, -2.770, 0.150], [0.853, -1.493, 0.229], [-0.166, -1.150, -0.592], [1.160, -0.451, 1.005], [2.388, -0.390, 2.262], [4.044, -0.874, 1.538], [1.913, -1.550, 3.647], [2.474, 1.345, 2.936], [-2.323, -2.331, -2.811], [-1.256, -1.035, -3.367], [-2.330, -0.760, -1.999], [-0.431, -3.881, -2.465], [1.392, -4.603, -0.919], [2.229, -3.054, 0.810], [4.245, -1.942, 1.645], [4.846, -0.338, 2.050], [4.097, -0.623, 0.477], [1.890, -2.594, 3.330], [0.928, -1.303, 4.050], [2.637, -1.469, 4.462], [2.480, 2.095, 2.142], [3.399, 1.466, 3.503], [1.651, 1.573, 3.616], [-3.893, 2.352, -2.502], [-2.590, 1.908, -1.901], [-2.654, 1.118, -0.419], [-1.382, 2.086, -2.544], [-1.295, 2.678, -3.922], [0.087, 1.693, -1.820], [-4.675, 2.374, -1.746], [-4.212, 1.658, -3.284], [-3.810, 3.344, -2.946], [-1.446, 3.759, -3.878], [-2.062, 2.261, -4.574], [-0.317, 2.492, -4.362]], "forces_ev_per_angstrom": [[-1.381, -1.759, -1.039], [0.026, 0.061, -0.314], [-0.152, -0.059, -0.014], [0.043, 0.105, 0.104], [-0.001, 0.000, -0.012], [0.065, 0.045, -0.028], [0.134, 0.082, -0.012], [-0.192, 0.123, 0.005], [0.014, -0.039, 0.108], [0.024, 0.013, -0.012], [0.051, -0.089, 0.033], [0.310, -0.421, -0.114], [-0.018, 0.593, -0.200], [0.150, 1.130, 0.222], [0.199, -0.099, 0.063], [-0.069, 0.011, -0.002], [-0.021, -0.019, -0.033], [-0.055, 0.109, -0.095], [0.046, -0.025, -0.018], [-0.013, -0.020, -0.015], [-0.095, -0.044, -0.012], [-0.009, -0.001, 0.003], [-0.041, -0.013, -0.033], [-0.022, 0.021, 0.021], [0.010, 0.003, -0.024], [0.021, -0.031, -0.009], [0.039, 0.010, 0.007], [0.003, 0.005, 0.003], [0.011, 0.003, 0.019], [-0.002, -0.020, -0.002], [0.026, 0.004, 0.012], [0.000, -0.047, 0.005], [-0.007, -0.007, -0.005], [-0.009, -0.164, -0.042], [-0.383, 0.131, -0.039], [0.801, 0.463, 0.707], [-0.005, 0.241, -0.277], [0.034, 0.011, 0.082], [0.403, -0.345, 1.037], [-0.003, 0.011, 0.001], [0.031, 0.037, -0.039], [0.038, -0.006, -0.005], [-0.006, -0.002, -0.003], [0.015, -0.025, -0.004], [-0.006, 0.023, -0.027]], "s2": 0.761, "de_lowest_kcal_mol": 3.96, "e_lumo_ha": [-0.1478, -0.1846], "charge": 1, "energy_ha": -2767.210119, "spin_multiplicity": 2, "e_homo_ev": [-10.9, -10.9]}


# 2
{"formula": "C29H43BeBr3ClF11KLiN2O8P2S3", "method": "wB97M-V/def2-TZVPD", "species": ["C", "C", "C", "N", "C", "N", "C", "S", "O", "C", "C", "F", "F", "F", "C", "C", "C", "C", "Br", "O", "C", "Br", "P", "S", "P", "O", "C", "F", "F", "C", "F", "F", "H", "H", "H", "H", "H", "H", "H", "H", "H", "H", "H", "H", "H", "H", "H", "H", "H", "H", "H", "H", "H", "Be", "C", "C", "C", "O", "C", "H", "H", "H", "H", "H", "H", "H", "H", "F", "C", "C", "C", "C", "C", "C", "H", "H", "H", "H", "H", "H", "Cl", "C", "F", "F", "F", "S", "O", "O", "O", "K", "Li", "C", "C", "C", "O", "C", "H", "H", "H", "H", "H", "H", "H", "H", "Br"], "positions_angstrom": [[6.719, -2.356, 0.556], [5.622, -1.871, 1.526], [4.569, -0.956, 0.880], [3.563, -1.641, 0.170], [2.331, -0.885, 0.034], [1.898, -0.814, -1.400], [2.245, 0.227, -1.949], [2.586, 1.639, -2.469], [1.256, -1.191, 0.846], [0.805, -2.465, 1.203], [1.392, -3.704, 0.454], [0.642, -4.865, 0.559], [2.583, -4.101, 0.895], [1.564, -3.532, -0.866], [-0.810, -2.340, 1.120], [-1.632, -3.142, 2.150], [-2.133, -4.547, 1.804], [-3.337, -4.863, 2.810], [-5.063, -5.002, 1.889], [-1.046, -0.955, 1.346], [-2.278, -0.379, 0.995], [-2.719, 0.859, 2.486], [-2.258, 0.760, -0.512], [-3.980, 0.817, -1.394], [-1.385, -2.699, -0.648], [-2.852, -2.838, -0.760], [1.292, -2.580, 2.695], [1.144, -3.829, 3.187], [2.612, -2.301, 2.732], [0.673, -1.491, 3.656], [1.271, -0.303, 3.481], [0.933, -1.827, 4.973], [6.270, -3.004, -0.207], [7.445, -2.937, 1.129], [7.206, -1.503, 0.077], [6.066, -1.313, 2.355], [5.069, -2.726, 1.930], [4.088, -0.409, 1.702], [5.081, -0.090, 0.168], [3.868, -1.922, -0.759], [2.607, 0.156, 0.258], [-2.558, -2.594, 2.377], [-1.180, -3.241, 3.144], [-1.371, -5.366, 2.035], [-2.568, -4.681, 0.772], [-3.385, -4.110, 3.600], [-3.159, -5.816, 3.315], [-3.152, -1.040, 0.978], [-2.007, 2.058, -0.016], [-1.171, 0.456, -1.363], [-0.825, -3.928, -1.092], [-0.792, -1.714, -1.471], [-0.413, -1.418, 3.614], [-7.092, -3.807, 3.050], [-11.384, -0.600, 4.803], [-10.346, 0.305, 5.450], [-9.318, -0.702, 5.928], [-9.347, -1.818, 5.016], [-10.521, -1.682, 4.177], [-12.013, -0.091, 4.077], [-12.028, -1.032, 5.572], [-9.906, 0.962, 4.698], [-10.739, 0.925, 6.253], [-9.564, -1.079, 6.928], [-8.306, -0.273, 5.950], [-10.185, -1.399, 3.177], [-11.030, -2.641, 4.113], [-7.342, -2.190, 1.004], [-8.447, 4.146, -0.086], [-7.404, 3.302, -0.441], [-6.238, 3.829, -0.980], [-6.112, 5.201, -1.154], [-7.155, 6.045, -0.795], [-8.324, 5.518, -0.265], [-9.358, 3.735, 0.331], [-7.498, 2.232, -0.300], [-5.429, 3.168, -1.262], [-5.201, 5.612, -1.570], [-7.056, 7.115, -0.930], [-9.139, 6.176, 0.010], [2.982, -2.713, 5.451], [6.026, 3.577, -4.298], [4.937, 3.442, -3.510], [5.807, 2.826, -5.388], [6.051, 4.851, -4.705], [7.576, 3.099, -3.422], [7.364, 1.704, -3.056], [7.641, 3.992, -2.290], [8.617, 3.299, -4.400], [-1.646, -6.337, 0.534], [-7.410, -1.736, 5.698], [10.496, 3.205, -6.779], [11.726, 3.261, -7.678], [11.266, 4.210, -8.777], [10.338, 5.113, -8.177], [9.978, 4.629, -6.869], [10.710, 2.897, -5.759], [9.762, 2.512, -7.197], [12.565, 3.700, -7.132], [12.039, 2.289, -8.059], [10.746, 3.668, -9.576], [12.090, 4.774, -9.219], [10.458, 5.273, -6.125], [8.900, 4.693, -6.738], [6.134, 1.133, -0.277]], "forces_ev_per_angstrom": [[-0.609, -0.084, 0.409], [0.791, 0.534, -0.993], [-1.420, -2.495, 2.733], [0.373, 1.205, -0.908], [0.491, 1.622, -1.471], [0.517, -0.516, 0.501], [-0.540, 0.394, 0.178], [0.192, -0.207, -0.339], [0.450, -0.618, -0.641], [-0.685, -0.100, 1.273], [1.555, -1.190, -0.710], [-0.692, 0.736, 0.362], [-0.272, 0.408, 0.396], [-0.606, 0.536, 0.144], [0.552, -0.211, -0.546], [-0.672, -0.537, 0.046], [-1.288, 0.712, 2.328], [0.766, -0.375, -0.349], [1.089, -0.156, -0.363], [0.031, -0.196, -0.225], [0.063, 0.877, 0.797], [0.024, -0.344, -0.196], [-1.599, 0.786, -0.536], [0.255, -0.412, -0.020], [-0.719, -0.605, -0.566], [-0.162, 0.211, 0.345], [0.901, 0.966, 1.129], [-0.726, 0.074, -0.344], [-0.124, -0.200, -0.956], [-0.165, -0.485, 2.108], [-0.243, -0.059, -0.693], [-2.360, 0.633, -1.844], [0.262, 0.094, 0.035], [0.025, 0.064, -0.263], [0.065, -0.209, 0.045], [-0.068, -0.102, -0.131], [-0.038, 0.252, 0.048], [0.153, 0.432, -0.444], [0.741, 0.810, -0.364], [-0.032, -0.659, 0.162], [-0.556, -0.238, 0.682], [0.311, 0.308, -0.495], [0.354, 0.167, -0.392], [-0.685, 3.086, 1.313], [0.173, 1.964, 1.559], [-0.283, 0.014, -0.274], [-0.240, 0.078, -0.134], [0.307, -0.063, -0.459], [0.722, -0.508, 0.238], [0.218, -0.184, 0.511], [0.477, 0.417, 0.241], [0.252, -0.181, 0.352], [0.125, 0.378, -0.448], [-0.520, 1.777, -0.313], [0.002, -0.295, 0.339], [0.160, 0.391, -0.216], [-0.632, -0.400, 0.215], [0.215, 0.689, 0.755], [-0.055, -0.057, -0.760], [0.064, 0.005, -0.042], [-0.032, 0.022, -0.032], [0.029, -0.006, 0.029], [0.028, -0.050, 0.039], [0.063, 0.132, 0.059], [-0.075, 0.551, 0.040], [0.060, -0.058, 0.017], [0.173, -0.086, 0.105], [0.241, -1.197, 1.458], [0.020, 0.021, 0.005], [-0.027, -0.053, 0.017], [0.030, 0.026, -0.009], [-0.028, -0.012, 0.016], [0.010, 0.029, -0.006], [-0.008, -0.006, 0.021], [0.000, -0.002, -0.015], [0.016, 0.003, -0.017], [-0.023, 0.033, 0.027], [-0.009, 0.000, -0.008], [-0.007, -0.007, -0.007], [0.007, 0.002, -0.002], [2.439, -1.056, 0.934], [-0.273, 0.126, -0.344], [0.085, -0.072, 0.155], [0.109, -0.132, 0.089], [0.161, 0.006, 0.127], [1.124, 0.179, 0.617], [-0.543, -0.218, 0.153], [-0.523, 0.083, 0.043], [-0.357, -0.060, -0.359], [0.976, -5.665, -4.327], [-0.059, -1.168, -1.102], [0.024, -0.150, -0.144], [0.088, 0.087, 0.066], [-0.157, -0.001, -0.078], [0.090, -0.137, 0.055], [0.078, 0.154, 0.067], [-0.069, 0.037, 0.013], [-0.024, 0.005, 0.059], [0.010, -0.010, -0.028], [-0.016, 0.011, -0.021], [0.097, -0.058, -0.032], [-0.054, 0.061, -0.015], [-0.052, -0.045, 0.068], [0.005, 0.042, -0.047], [-0.314, -0.290, -0.500]], "e_lumo_ha": -0.1703, "energy_ha": -13621.938895, "spin_multiplicity": 1, "e_homo_ev": -6.9}


# 3
{"formula": "C16H38CuN7O9", "method": "wB97M-V/def2-TZVPD", "species": ["Cu", "N", "O", "O", "O", "C", "C", "O", "N", "C", "H", "H", "H", "H", "H", "H", "H", "C", "C", "O", "N", "C", "H", "H", "H", "H", "H", "H", "H", "C", "C", "O", "N", "C", "H", "H", "H", "H", "H", "H", "H", "C", "C", "O", "N", "C", "H", "H", "H", "H", "H", "H", "H", "O", "C", "N", "C", "H", "H", "H", "H", "H", "O", "C", "N", "C", "H", "H", "H", "H", "H"], "positions_angstrom": [[-0.388, -0.239, -0.302], [-1.688, -4.604, -0.710], [-0.794, -3.807, -0.377], [-2.264, -4.361, -1.792], [-1.779, -5.655, -0.025], [-0.154, 5.533, -0.739], [0.785, 4.500, -1.157], [0.800, 3.396, -0.641], [1.646, 4.880, -2.095], [2.846, 4.213, -2.535], [-0.568, 6.210, -1.486], [0.460, 6.244, -0.186], [-0.954, 5.281, -0.044], [1.337, 5.598, -2.735], [3.700, 4.616, -1.991], [3.009, 4.769, -3.458], [2.766, 3.163, -2.813], [-5.041, 0.578, 3.486], [-4.032, -0.549, 3.460], [-3.129, -0.424, 2.619], [-4.071, -1.619, 4.306], [-3.129, -2.707, 4.305], [-5.643, 0.460, 4.388], [-5.639, 0.241, 2.639], [-4.717, 1.615, 3.409], [-4.825, -1.581, 4.977], [-3.248, -3.334, 3.422], [-3.283, -3.357, 5.167], [-2.087, -2.385, 4.312], [3.448, -0.328, 3.943], [2.370, 0.660, 3.592], [1.506, 0.381, 2.786], [2.434, 1.829, 4.217], [1.334, 2.846, 3.988], [4.149, 0.073, 4.675], [4.077, -0.524, 3.075], [3.035, -1.303, 4.206], [3.295, 2.015, 4.710], [1.830, 3.678, 3.488], [0.786, 3.278, 4.826], [0.506, 2.550, 3.344], [5.764, -2.678, -1.204], [4.379, -2.908, -0.639], [3.441, -2.128, -0.580], [4.187, -4.094, -0.125], [5.207, -4.796, 0.650], [6.547, -2.500, -0.467], [5.569, -1.706, -1.658], [6.022, -3.474, -1.903], [3.199, -4.243, 0.024], [6.219, -4.428, 0.817], [5.417, -5.710, 0.094], [4.908, -5.150, 1.637], [-3.788, 0.723, -1.597], [-4.924, 1.145, -1.609], [-5.147, 2.403, -1.278], [-6.100, 0.260, -1.905], [-6.132, 2.615, -1.340], [-4.503, 3.180, -1.230], [-6.624, 0.702, -2.752], [-6.670, 0.079, -0.993], [-5.770, -0.708, -2.282], [-0.031, -0.410, -4.036], [-0.160, -0.828, -5.209], [-0.847, -1.836, -5.423], [0.680, -0.359, -6.310], [-1.405, -2.257, -4.694], [-0.945, -2.136, -6.383], [0.816, -1.041, -7.150], [1.686, -0.122, -5.964], [0.320, 0.576, -6.740]], "forces_ev_per_angstrom": [[0.053, 0.282, -0.014], [0.348, -1.824, -1.272], [-0.423, 0.110, 0.335], [0.518, -0.707, 2.484], [-0.433, 2.497, -1.548], [-0.977, 2.384, 1.014], [-0.564, -1.605, 0.159], [0.319, -0.556, 0.421], [0.133, 0.581, -1.055], [0.151, 1.516, -1.376], [-0.024, -0.440, -0.535], [0.168, 0.092, 0.342], [0.183, -0.663, -0.300], [-0.012, 0.116, 0.516], [0.113, -1.139, 0.680], [0.277, -0.517, -0.581], [0.148, 0.033, 0.742], [-1.060, -1.792, 1.007], [2.856, 0.998, -1.028], [-0.344, -0.799, 0.419], [-1.220, 1.390, 0.122], [0.286, -0.559, -0.291], [-0.370, 0.293, -0.026], [-0.482, 0.749, -0.115], [0.527, -0.541, -0.244], [0.281, -0.368, 0.034], [-0.068, 0.016, -0.127], [-0.160, 0.259, 0.045], [-0.123, 0.341, 0.055], [0.908, 0.019, -0.361], [0.295, -1.187, -0.373], [-0.886, -0.386, -0.656], [-1.895, 1.442, 0.470], [1.200, 0.717, -0.436], [-0.219, -0.304, 0.399], [-0.204, 0.082, -0.323], [-0.097, 0.271, 0.323], [-0.545, 0.491, 0.165], [-0.220, 0.183, -0.058], [0.761, -0.513, 0.807], [0.736, -0.889, -0.218], [-0.989, 1.580, -0.181], [0.436, 1.168, 0.701], [0.064, 1.175, -1.290], [0.368, -2.193, 1.507], [0.121, -2.440, -0.592], [-0.172, -0.340, 0.126], [0.730, -0.077, -0.699], [0.116, 0.252, 0.026], [0.207, -0.347, 0.769], [-0.479, 1.242, -0.453], [0.109, -0.399, 0.136], [-0.630, 0.408, -0.032], [1.278, -0.962, -0.320], [1.847, -1.300, 0.332], [-2.745, 1.746, 0.094], [0.182, -0.165, -0.553], [0.195, 0.762, 0.155], [0.244, -0.675, -0.025], [-0.714, 0.087, 0.409], [-0.415, 0.290, -0.279], [0.337, 0.129, 0.276], [-0.123, 0.598, -0.748], [4.084, 3.981, 4.147], [-4.308, -5.463, -2.328], [1.240, 1.401, -1.511], [0.054, 0.117, -0.145], [-0.285, -0.384, 0.335], [-0.320, -0.241, 0.129], [-0.141, -0.084, 0.319], [-0.228, 0.065, 0.088]], "s2": 0.757, "e_lumo_ha": [-0.1533, -0.2459], "charge": 1, "energy_ha": -3332.887014, "spin_multiplicity": 2, "e_homo_ev": [-11.1, -11.1]}